25
Properties=species:S:1:pos:R:3 method="wB97M-V/def2-TZVPD" molar_mass_g_mol=171.20 e_lumo_ev=0.1 orbital_gap_ha=0.32533 homo_ha=-0.3229 energy_ha=-589.1284 de_lowest_ev=4.4936
C 2.43313 0.69285 -0.31344
C 3.49023 -0.25463 -0.81791
C 2.47144 0.27443 1.12604
C -1.92384 1.80254 0.05918
C -1.96274 -0.62288 -0.19853
C -2.46949 -1.91198 0.44213
C -0.45391 -0.75486 -0.42066
H 1.15509 1.02678 -1.76198
H 2.81674 1.73499 -0.39065
H 3.81562 -0.35109 -1.84821
H 1.83363 0.68363 1.91562
H -2.19814 2.61303 0.75365
H -2.48307 1.95794 -0.87198
H -0.85059 1.89140 -0.16537
H -1.91029 0.41452 1.54913
H -2.42121 -0.48830 -1.18522
H -1.96502 -2.09422 1.40032
H -3.54329 -1.82732 0.63297
H -2.28468 -2.77532 -0.20975
H 0.14244 -0.57006 0.50116
N 4.02834 -0.92890 0.13282
N 3.37583 -0.58874 1.37163
N -2.31350 0.51870 0.62546
O 1.15301 0.61240 -0.87503
O 0.06428 -1.05489 -1.45137